No. 1
This record from the Open Molecules 2025 dataset describes a molecular structure, C58H56N8S3Sr at a distorted geometry. The level of theory is ωB97M-V/def2-TZVPD.

Each line ends with the Mulliken charge.
CARTESIAN COORDINATES (ANGSTROEM)
Sr: 0.707 -0.625 1.301  2.153
C: 4.095 0.405 3.608  -0.494
C: 3.385 1.763 3.781  -1.001
C: 2.042 1.925 3.044  -1.619
N: 1.160 0.782 3.238  1.897
C: 0.521 0.604 4.357  0.236
C: 0.450 1.574 5.411  -0.589
C: 0.075 1.462 6.739  -0.418
C: -0.286 0.344 7.485  -0.638
C: -0.475 -0.933 6.965  -0.672
C: -0.497 -1.383 5.653  -0.883
C: -0.271 -0.696 4.417  0.529
N: -0.644 -1.159 3.252  0.332
C: -1.474 -2.360 3.181  -1.184
C: -0.670 -3.668 3.000  -0.395
C: 0.004 -3.803 1.614  -1.721
N: 1.189 -2.965 1.468  0.622
C: 2.386 -3.441 1.619  0.499
C: 2.648 -4.757 2.136  -1.175
C: 3.790 -5.529 2.156  -0.493
C: 5.070 -5.275 1.659  -0.699
C: 5.484 -4.069 1.117  -0.456
C: 4.826 -2.851 0.986  -0.827
C: 3.493 -2.443 1.283  0.376
N: 3.089 -1.195 1.229  1.144
C: 4.041 -0.107 1.046  -1.295
C: 4.881 0.180 2.303  -0.866
H: 3.363 -0.394 3.716  -0.011
H: 4.794 0.289 4.438  0.472
H: 4.051 2.576 3.462  0.439
H: 3.198 1.908 4.847  0.395
H: 2.225 2.021 1.968  0.297
H: 1.584 2.870 3.353  0.415
H: 0.783 2.564 5.119  0.262
H: 0.131 2.391 7.299  0.332
H: -0.418 0.477 8.554  0.299
H: -0.687 -1.703 7.703  0.307
H: -0.729 -2.436 5.542  0.216
H: -2.130 -2.256 2.307  -0.455
H: -2.128 -2.450 4.051  0.650
H: -1.354 -4.512 3.144  0.402
H: 0.099 -3.729 3.774  0.416
H: -0.723 -3.464 0.856  0.087
H: 0.208 -4.856 1.396  0.704
H: 1.785 -5.222 2.597  0.255
H: 3.659 -6.503 2.618  0.329
H: 5.802 -6.072 1.724  0.304
H: 6.515 -4.052 0.770  0.313
H: 5.445 -2.062 0.575  0.220
H: 3.466 0.801 0.794  0.020
H: 4.718 -0.281 0.203  0.557
H: 5.526 1.045 2.100  0.413
H: 5.540 -0.675 2.458  0.387
N: 0.162 1.392 0.265  -0.371
S: -1.135 1.908 -0.124  0.847
N: -1.295 2.239 -1.768  -0.111
S: -1.706 1.225 -2.842  1.511
N: -1.440 -0.288 -2.851  -0.039
S: -0.112 -1.037 -2.117  0.489
N: -0.265 -1.303 -0.701  0.125
C: -0.036 -2.506 -3.111  0.154
C: -1.214 -3.083 -3.564  -0.219
C: -1.160 -4.346 -4.137  -0.819
C: 0.057 -5.015 -4.235  -0.528
C: 1.225 -4.428 -3.756  -0.766
C: 1.185 -3.165 -3.186  -0.602
C: 1.257 -0.082 -2.818  0.226
C: 1.444 -0.051 -4.211  -0.237
C: 2.468 0.718 -4.738  -0.998
C: 3.299 1.448 -3.886  -0.770
C: 3.104 1.412 -2.514  -1.039
C: 2.080 0.646 -1.970  0.802
C: -3.450 1.265 -3.123  0.510
C: -4.031 2.519 -3.270  -0.894
C: -5.401 2.593 -3.460  -0.704
C: -6.161 1.425 -3.492  -0.604
C: -5.560 0.186 -3.335  -0.816
C: -4.184 0.096 -3.150  -0.204
C: -1.073 2.000 -4.298  0.524
C: -1.377 1.392 -5.511  -0.878
C: -0.875 1.952 -6.673  -0.710
C: -0.079 3.094 -6.606  -0.587
C: 0.220 3.676 -5.383  -0.823
C: -0.282 3.129 -4.206  -0.254
C: -1.458 3.515 0.546  0.039
C: -1.796 4.638 -0.199  -0.029
C: -1.946 5.851 0.461  -0.747
C: -1.765 5.920 1.840  -0.631
C: -1.421 4.782 2.567  -0.655
C: -1.256 3.567 1.920  -0.471
C: -2.764 1.111 0.197  0.384
C: -2.869 -0.260 0.409  0.946
C: -4.123 -0.839 0.569  -1.097
C: -5.270 -0.066 0.508  -0.911
C: -5.172 1.306 0.293  -0.793
C: -3.929 1.900 0.140  -0.518
H: -2.156 -2.550 -3.466  0.290
H: -2.071 -4.812 -4.500  0.439
H: 0.093 -6.004 -4.677  0.400
H: 2.169 -4.960 -3.813  0.432
H: 2.088 -2.713 -2.781  0.485
H: 0.796 -0.618 -4.871  0.553
H: 2.624 0.745 -5.812  0.460
H: 4.102 2.046 -4.301  0.420
H: 3.754 1.977 -1.851  0.556
H: 1.912 0.629 -0.902  -0.150
H: -3.421 3.420 -3.228  0.236
H: -5.878 3.560 -3.576  0.436
H: -7.235 1.487 -3.639  0.403
H: -6.159 -0.718 -3.349  0.472
H: -3.685 -0.856 -3.007  0.406
H: -1.987 0.490 -5.539  0.408
H: -1.099 1.496 -7.632  0.433
H: 0.314 3.529 -7.520  0.412
H: 0.851 4.558 -5.338  0.465
H: -0.053 3.551 -3.233  0.480
H: -1.927 4.561 -1.273  0.216
H: -2.205 6.742 -0.100  0.452
H: -1.885 6.868 2.351  0.377
H: -1.271 4.839 3.640  0.503
H: -0.960 2.671 2.471  0.298
H: -1.984 -0.880 0.430  0.076
H: -4.189 -1.909 0.749  0.552
H: -6.243 -0.527 0.632  0.421
H: -6.065 1.921 0.254  0.485
H: -3.876 2.968 -0.014  0.465

The value obtained for the largest force on an atom is 0.044 hartree/bohr. The value obtained for the orbital gap is 5.1 eV. The total energy comes out at -3906.775940 Ha. Its net charge is 0. The value obtained for the LUMO energy is -0.39 eV. Its HOMO energy is -5.5 eV.

No. 2
This record from the Open Molecules 2025 dataset describes 2 unconnected molecules or ions with the total composition C58H66N3O3 at a distorted geometry. The level of theory is ωB97M-V/def2-TZVPD.

Each line ends with the Mulliken charge.
CARTESIAN COORDINATES (ANGSTROEM)
C: 0.336 -4.991 -1.966  -1.455
C: 0.747 -4.813 -0.510  1.655
C: -0.434 -5.187 0.394  -1.533
C: 1.894 -5.789 -0.196  -1.747
C: 1.252 -3.383 -0.227  1.168
C: 1.630 -3.092 1.086  -1.237
C: 2.335 -1.926 1.375  -0.982
C: 2.784 -1.095 0.343  0.716
C: 2.551 -1.415 -0.988  -0.320
C: 3.282 -0.654 -2.120  2.368
C: 2.409 0.475 -2.671  -1.498
C: 3.705 -1.587 -3.257  -1.645
C: 4.555 -0.002 -1.568  -1.950
C: 1.503 -2.357 -1.202  -1.245
N: 0.428 -1.861 -2.000  1.727
C: -0.544 -1.021 -1.484  -0.311
C: -0.664 -0.788 -0.089  0.201
C: -2.040 -0.850 0.426  -0.992
C: -2.795 -2.010 0.070  0.665
C: -4.167 -2.016 0.149  -0.022
C: -4.790 -0.874 0.717  -1.073
N: -6.101 -0.569 0.242  1.123
O: -6.630 0.504 0.612  -0.615
O: -6.641 -1.374 -0.562  -0.591
C: -4.046 0.102 1.414  -1.012
C: -2.675 0.121 1.231  1.035
N: -1.376 -0.693 -2.539  1.616
C: -2.722 -0.154 -2.536  -0.186
C: -2.965 1.154 -2.018  -0.081
C: -1.916 2.309 -2.031  2.251
C: -2.568 3.632 -1.613  -2.418
C: -1.405 2.452 -3.468  -1.633
C: -0.748 2.090 -1.090  0.041
C: -4.287 1.477 -1.693  0.482
C: -5.334 0.848 -2.363  -1.567
C: -5.037 -0.224 -3.197  -0.177
C: -3.795 -0.881 -3.125  -0.293
C: -3.819 -2.324 -3.740  2.165
C: -5.234 -2.935 -3.608  -1.810
C: -2.899 -3.315 -3.053  -2.011
C: -3.497 -2.258 -5.233  -1.766
C: -0.723 -1.081 -3.716  -1.568
C: 0.315 -1.867 -3.380  -1.259
H: 1.183 -4.814 -2.641  0.146
H: -0.030 -6.017 -2.110  0.596
H: -0.482 -4.313 -2.230  0.174
H: -0.133 -5.262 1.447  0.358
H: -1.254 -4.460 0.306  0.240
H: -0.817 -6.176 0.093  0.472
H: 2.229 -5.686 0.841  0.318
H: 1.555 -6.822 -0.342  0.468
H: 2.748 -5.606 -0.860  0.383
H: 1.396 -3.790 1.905  0.498
H: 2.540 -1.678 2.414  0.384
H: 3.322 -0.176 0.592  -0.172
H: 1.942 1.052 -1.868  0.036
H: 3.038 1.161 -3.252  0.657
H: 1.621 0.110 -3.334  0.235
H: 4.253 -2.455 -2.870  0.355
H: 2.850 -1.954 -3.827  0.178
H: 4.360 -1.034 -3.943  0.464
H: 5.184 -0.732 -1.045  0.388
H: 5.142 0.416 -2.397  0.443
H: 4.320 0.825 -0.889  0.413
H: 0.101 -1.294 0.495  0.516
H: -2.246 -2.881 -0.292  0.077
H: -4.791 -2.805 -0.271  0.506
H: -4.575 0.856 2.003  0.483
H: -2.073 0.891 1.708  -0.212
H: -2.903 3.600 -0.570  0.447
H: -1.840 4.447 -1.698  0.415
H: -3.423 3.888 -2.251  0.476
H: -0.867 1.555 -3.786  0.154
H: -2.254 2.600 -4.149  0.383
H: -0.732 3.313 -3.548  0.474
H: -0.199 1.180 -1.337  -1.189
H: -0.046 2.936 -1.155  1.005
H: -1.074 2.005 -0.050  -0.625
H: -4.540 2.288 -1.004  0.453
H: -6.361 1.213 -2.272  0.357
H: -5.842 -0.627 -3.825  0.301
H: -5.916 -2.544 -4.371  0.471
H: -5.189 -4.021 -3.765  0.426
H: -5.662 -2.756 -2.614  0.315
H: -1.851 -3.142 -3.289  0.245
H: -3.046 -3.277 -1.968  0.354
H: -3.139 -4.337 -3.392  0.603
H: -2.464 -1.961 -5.415  0.243
H: -3.646 -3.248 -5.680  0.423
H: -4.163 -1.549 -5.737  0.418
H: -1.103 -0.826 -4.693  0.767
H: 0.947 -2.492 -3.995  0.396
C: -2.081 1.485 6.873  -1.476
C: -1.568 1.243 5.484  0.984
C: -1.306 -0.049 4.990  -0.820
C: -0.671 -0.227 3.772  -0.086
C: -0.273 0.923 3.019  -0.325
C: 0.802 0.878 2.081  0.818
C: 1.982 1.675 2.411  0.744
C: 1.912 3.051 2.738  -0.921
C: 3.042 3.850 2.877  -0.753
C: 4.314 3.290 2.674  0.528
O: 5.445 4.070 2.424  -0.352
C: 6.024 4.947 3.348  0.786
C: 7.391 4.771 3.616  -0.393
C: 8.061 5.705 4.407  -0.485
C: 7.379 6.811 4.923  -0.464
C: 6.011 6.951 4.694  -0.714
C: 5.318 6.011 3.913  -0.246
C: 4.426 1.895 2.526  -0.159
C: 3.290 1.110 2.550  -0.341
C: -0.944 2.152 3.331  0.181
C: -1.432 2.337 4.610  -1.404
H: -1.956 2.541 7.149  0.390
H: -3.148 1.240 6.999  0.289
H: -1.541 0.884 7.615  0.395
H: -1.576 -0.921 5.590  0.443
H: -0.388 -1.218 3.399  0.417
H: 0.902 0.068 1.375  -0.308
H: 0.944 3.541 2.858  0.378
H: 2.936 4.910 3.102  0.377
H: 7.907 3.894 3.233  0.399
H: 9.123 5.572 4.613  0.371
H: 7.921 7.570 5.489  0.383
H: 5.455 7.795 5.115  0.359
H: 4.249 6.112 3.754  0.226
H: 5.405 1.442 2.384  0.544
H: 3.397 0.029 2.663  0.015
H: -1.000 2.934 2.570  0.908
H: -1.695 3.347 4.945  0.384

The value obtained for the largest force on an atom is 0.057 hartree/bohr. The value obtained for the orbital gap is 3.9 eV. The total energy comes out at -2639.157930 Ha. Its net charge is +1. The energy relative to the best compared isomer or geometry (same formula, charge and spin) is 2.9430 eV. The value obtained for the LUMO energy is -5.32 eV. Its HOMO energy is -9.2 eV.

No. 3
This record from the Open Molecules 2025 dataset describes 8 unconnected molecules or ions with the total composition C58H67F12N3O18S3 at a distorted geometry. The level of theory is ωB97M-V/def2-TZVPD.

Each line ends with the Mulliken charge.
CARTESIAN COORDINATES (ANGSTROEM)
C: 0.022 -4.134 3.204  -0.655
C: -0.259 -4.428 1.761  0.650
O: 0.155 -5.398 1.226  -0.652
O: -1.017 -3.552 1.055  0.083
C: -2.149 -3.064 1.773  -1.433
C: -3.094 -2.343 0.844  -0.801
C: -2.594 -1.240 -0.084  -0.736
C: -1.417 -0.499 0.068  0.158
C: -1.002 0.492 -0.851  -1.272
C: -1.775 0.770 -1.995  -0.096
C: -1.339 1.803 -3.041  0.844
F: -0.069 2.182 -2.851  -0.207
F: -1.337 1.272 -4.289  -0.298
C: -2.167 3.162 -3.071  0.591
F: -1.294 4.163 -3.288  -0.311
F: -3.035 3.201 -4.083  -0.235
C: -2.886 3.526 -1.751  0.331
F: -3.286 4.804 -1.847  -0.237
F: -2.061 3.441 -0.726  -0.117
F: -3.968 2.794 -1.544  -0.267
C: -2.972 0.062 -2.153  -0.103
S: -4.000 0.440 -3.573  -0.001
C: -3.385 -0.897 -1.217  0.835
S: -4.995 -1.633 -1.511  1.385
O: -5.979 -0.638 -1.824  -0.686
O: -5.412 -2.517 -0.456  -0.741
C: -4.861 -2.800 -3.001  0.790
F: -5.564 -3.883 -2.649  -0.248
F: -5.444 -2.286 -4.074  -0.235
C: -3.431 -3.313 -3.313  0.483
F: -3.535 -4.355 -4.146  -0.276
F: -2.882 -3.753 -2.191  -0.182
F: -2.657 -2.421 -3.896  -0.201
N: 0.205 1.186 -0.589  1.597
C: 1.424 0.455 -0.988  -0.145
C: 2.519 1.425 -1.491  -1.200
C: 2.981 1.115 -2.934  -0.209
C: 4.371 0.429 -2.983  -0.834
N: 4.457 -0.647 -3.980  -0.694
C: 0.248 1.763 0.713  -0.305
C: 0.504 3.114 0.903  -0.878
C: 0.573 3.654 2.189  1.079
C: 0.885 5.109 2.401  0.407
C: 0.454 5.775 3.540  -0.964
C: 0.803 7.107 3.669  -0.322
C: 1.557 7.695 2.668  -0.291
N: 1.958 7.082 1.561  -0.678
C: 1.614 5.797 1.439  -0.282
C: 0.349 2.824 3.295  -1.205
C: 0.077 1.471 3.114  -1.150
C: 0.024 0.965 1.826  0.457
S: -0.341 -0.731 1.477  0.420
H: -0.810 -4.521 3.790  0.267
H: 0.014 -3.058 3.373  0.079
H: 0.944 -4.575 3.543  0.228
H: -2.693 -3.907 2.204  0.723
H: -1.879 -2.433 2.612  0.458
H: -3.495 -3.109 0.199  0.285
H: -3.940 -1.972 1.416  0.546
H: -3.280 -0.122 -4.553  0.149
H: 1.845 -0.119 -0.171  -0.697
H: 1.184 -0.231 -1.795  1.193
H: 3.373 1.414 -0.824  0.790
H: 2.086 2.420 -1.512  -0.045
H: 2.984 2.026 -3.531  0.505
H: 2.295 0.421 -3.415  -0.085
H: 4.561 -0.027 -2.015  0.497
H: 5.145 1.161 -3.202  0.293
H: 4.132 -1.525 -3.602  0.294
H: 3.877 -0.425 -4.775  0.231
H: 0.643 3.752 0.047  0.297
H: -0.130 5.281 4.296  0.354
H: 0.499 7.672 4.534  0.373
H: 1.841 8.732 2.786  0.680
H: 1.941 5.287 0.548  0.750
H: 0.379 3.204 4.301  0.377
H: -0.086 0.809 3.952  0.572
O: 2.415 -3.092 -6.443  -0.590
C: 1.877 -2.072 -6.751  0.403
O: 1.835 -0.990 -5.930  -0.331
C: 1.030 0.049 -6.518  0.118
C: 1.029 -0.246 -8.012  -0.657
C: 1.125 -1.771 -8.033  -0.393
H: 0.031 -0.001 -6.082  -0.141
H: 1.471 1.014 -6.279  0.340
H: 0.157 0.154 -8.526  0.358
H: 1.918 0.183 -8.475  0.289
H: 0.144 -2.245 -7.977  0.248
H: 1.670 -2.149 -8.892  0.330
O: 2.388 9.586 5.436  -0.553
C: 1.851 10.573 5.031  0.498
O: 1.623 10.795 3.711  -0.329
C: 1.057 12.105 3.521  -0.448
C: 0.431 12.470 4.860  -0.485
C: 1.355 11.755 5.844  -0.459
H: 1.860 12.788 3.238  0.250
H: 0.331 12.059 2.713  0.339
H: 0.356 13.544 5.017  0.326
H: -0.573 12.049 4.925  0.271
H: 2.214 12.366 6.122  0.262
H: 0.838 11.414 6.736  0.287
O: -2.429 -10.144 -2.221  -0.568
C: -3.034 -9.164 -2.536  0.419
O: -3.372 -8.891 -3.821  -0.370
C: -4.000 -7.600 -3.907  -0.281
C: -4.533 -7.320 -2.509  -0.109
C: -3.509 -8.040 -1.633  -0.355
H: -3.248 -6.872 -4.217  0.188
H: -4.785 -7.638 -4.659  0.321
H: -4.637 -6.260 -2.294  -0.087
H: -5.512 -7.786 -2.387  0.307
H: -2.655 -7.405 -1.391  0.197
H: -3.942 -8.441 -0.721  0.333
O: -3.598 9.129 -0.671  -0.564
C: -4.514 8.845 -1.381  0.421
O: -5.444 9.753 -1.775  -0.375
C: -6.480 9.107 -2.531  -0.411
C: -5.851 7.824 -3.057  -0.579
C: -4.860 7.479 -1.946  0.027
H: -7.324 8.913 -1.865  0.242
H: -6.806 9.775 -3.324  0.333
H: -6.580 7.042 -3.263  0.343
H: -5.309 8.029 -3.981  0.299
H: -5.319 6.882 -1.157  0.201
H: -3.973 6.983 -2.321  0.069
O: 2.888 0.146 1.912  -0.490
C: 3.255 -0.931 2.290  0.471
O: 3.593 -1.188 3.571  -0.426
C: 4.100 -2.536 3.685  -0.768
C: 3.533 -3.277 2.484  1.176
C: 3.453 -2.169 1.440  -0.172
H: 5.191 -2.494 3.670  0.298
H: 3.777 -2.955 4.635  0.379
H: 4.137 -4.129 2.183  -0.039
H: 2.532 -3.638 2.714  -0.947
H: 4.386 -2.070 0.883  0.255
H: 2.619 -2.302 0.753  0.232
O: 5.665 -4.087 -0.162  -0.548
C: 6.024 -5.155 0.238  0.538
O: 6.335 -5.378 1.538  -0.369
C: 6.830 -6.719 1.708  -0.397
C: 6.285 -7.497 0.518  -0.530
C: 6.234 -6.422 -0.567  -0.430
H: 7.921 -6.683 1.717  0.261
H: 6.482 -7.104 2.663  0.322
H: 6.890 -8.364 0.260  0.331
H: 5.274 -7.846 0.736  0.262
H: 7.178 -6.335 -1.107  0.264
H: 5.419 -6.568 -1.269  0.313
O: 2.890 -5.967 5.911  -0.572
C: 1.795 -6.191 6.333  0.453
O: 0.685 -5.602 5.820  -0.221
C: -0.473 -5.973 6.588  -0.432
C: -0.092 -7.275 7.280  -0.542
C: 1.410 -7.094 7.488  -0.463
H: -0.689 -5.171 7.296  0.260
H: -1.321 -6.087 5.916  0.326
H: -0.652 -7.452 8.196  0.338
H: -0.271 -8.116 6.609  0.284
H: 1.638 -6.577 8.421  0.261
H: 1.959 -8.030 7.440  0.305

The value obtained for the largest force on an atom is 0.038 hartree/bohr. The value obtained for the orbital gap is 7.6 eV. The total energy comes out at -6161.913786 Ha. Its net charge is 0. The SMILES is CC(=O)OCCc1c2c(c(C(F)(F)C(F)(F)C(F)(F)F)c(S)c1S(=O)(=O)C(F)(F)C(F)(F)F)N(CCCCN)c1cc(-c3cccnc3)ccc1S2.O=C1CCCO1.O=C1CCCO1.O=C1CCCO1.O=C1CCCO1.O=C1CCCO1.O=C1CCCO1.O=C1CCCO1. The value obtained for the LUMO energy is -0.46 eV. Its HOMO energy is -8.1 eV.